(1)
Density functional theory data (the ωB97M-V functional and the def2-TZVPD basis) for a 2-piece molecular cluster, C4H10N2OS overall in a non-equilibrium geometry.

Atoms and positions in Å:
1 C 2.871075 -0.388021 1.275851
2 C 3.107459 1.124778 0.847026
3 C 3.637264 -0.756873 -0.922482
4 C -2.606905 -0.346085 -1.024067
5 N 3.060955 -1.274495 0.124205
6 N -3.487192 -0.123967 0.090587
7 O 2.401767 -2.343735 0.028827
8 S 4.050178 0.974520 -0.676159
9 H 3.621598 -0.842253 2.029834
10 H 1.923090 -0.510846 1.782501
11 H 2.153308 1.616213 0.811166
12 H 3.668494 1.522209 1.700879
13 H 3.767603 -1.100522 -1.972799
14 H -1.881911 -1.216524 -0.905874
15 H -3.241592 -0.507654 -1.887785
16 H -1.852343 0.460469 -1.189784
17 H -4.142979 0.648006 -0.165577
18 H -2.849946 0.202114 0.777661

Force components x, y, z for each atom (eV/Å):
2.0 0.1 1.7
0.4 -2.6 1.7
0.8 2.4 0.3
1.8 -0.7 -1.0
-1.5 0.4 -3.0
-0.7 0.5 -0.3
-0.1 -1.4 1.0
0.3 -0.2 -0.4
-0.8 1.3 -0.9
-0.4 -0.4 -0.6
-0.3 0.4 -0.6
0.1 0.4 -0.6
-0.4 -0.5 1.5
-1.4 0.5 0.1
0.4 -0.1 -0.5
-0.8 0.0 -0.3
0.9 -0.8 0.6
-0.1 0.6 1.4

Values from the calculation:
Charge   0
F_max   3.42 eV Å⁻¹
Lowest unoccupied orbital energy (spin up / spin down)   0.5 / 0.5 eV
ΔE to the lowest compared entry with this formula, charge and spin   103.4 kcal per mole
Total energy   -20169.438 eV
Frontier orbital gap (spin up / spin down)   8.481 / 8.481 eV

(2)
Density functional theory data (the ωB97M-V functional and the def2-TZVPD basis) for a single C4H10N2OS molecule in a non-equilibrium geometry.

Atoms and positions in Å:
1 C -0.136109 -1.196367 0.438413
2 C 0.376929 0.100642 1.028258
3 C 1.402515 -1.745142 -1.322790
4 C -1.495042 1.785162 0.792276
5 N 0.150030 -1.409478 -0.912381
6 N -0.148381 1.294263 0.429547
7 O -0.749024 2.375383 -1.782844
8 S 0.353481 1.580092 -1.208293
9 H 0.055369 -2.065651 1.125191
10 H -1.203422 -1.222169 0.399775
11 H 0.123506 0.249880 2.149525
12 H 1.505307 0.090451 0.916259
13 H 1.596914 -1.211993 -2.317524
14 H 2.231359 -1.557726 -0.589222
15 H 1.527831 -2.791896 -1.694089
16 H -2.133417 1.998131 -0.147228
17 H -1.997684 1.032128 1.401496
18 H -1.460163 2.694293 1.293632

Force components x, y, z for each atom (eV/Å):
-1.2 -1.3 1.0
1.1 0.8 1.9
3.1 0.0 -1.7
-0.7 -1.6 -2.4
-1.4 0.1 -0.9
0.0 0.8 -1.6
0.3 0.1 -0.5
-1.0 -0.3 1.6
0.7 0.5 -0.5
-1.1 0.6 0.7
0.6 -0.9 -1.7
-1.1 0.2 0.3
0.1 -0.3 1.3
-0.3 -0.1 -0.6
-0.5 0.2 0.6
1.1 -0.6 1.4
0.0 0.0 -0.1
0.3 1.6 1.1

Values from the calculation:
Charge   0
F_max   3.53 eV Å⁻¹
Lowest unoccupied orbital energy (spin up / spin down)   -0.4 / -0.2 eV
ΔE to the lowest compared entry with this formula, charge and spin   111.1 kcal per mole
Total energy   -20169.106 eV
Frontier orbital gap (spin up / spin down)   7.224 / 8.748 eV